[1]
The following is a quantum chemistry calculation of a 2-piece molecular cluster, C4H7N2 overall in a non-equilibrium geometry, from the OMol25 dataset.

As for the charge: +1. The calculation puts the relative energy (zero: lowest compared OMol25 entry of this formula, charge and spin) at 244.1 kcal/mol. The LUMO energy (spin up / spin down) comes out at -6.528 / -6.530 eV. The calculation puts the frontier orbital gap (spin up / spin down) at 8.142 / 8.134 eV.

Last column: Mulliken charge in e.
CARTESIAN COORDINATES (ANGSTROEM)
H: -2.13 -2.03 0.40  0.358
C: -1.98 -0.99 0.07  -0.037
C: -2.16 0.17 0.59  -0.138
H: -0.33 1.62 0.61  0.408
H: 1.60 1.11 0.02  0.249
H: 0.82 -1.54 0.65  0.377
H: 2.18 0.09 1.22  0.286
C: -1.09 0.98 0.02  -0.419
H: 1.08 -1.12 -0.96  0.294
N: -0.71 -0.34 -0.27  0.202
N: 1.33 0.43 0.70  -0.667
C: 0.67 -0.66 0.03  -0.257
H: -1.63 1.92 -1.58  0.343

***

[2]
The following is a quantum chemistry calculation of a 2-piece molecular cluster, CH6NO overall in a non-equilibrium geometry, from the OMol25 dataset.

As for the charge: -1. The calculation puts the relative energy (zero: lowest compared OMol25 entry of this formula, charge and spin) at 0.0 kcal/mol. The LUMO energy comes out at 5.036 eV. The calculation puts the frontier orbital gap at 7.584 eV.

Last column: Mulliken charge in e.
CARTESIAN COORDINATES (ANGSTROEM)
C: -1.32 -0.65 0.10  -0.543
H: 0.70 0.46 0.00  0.470
H: 2.04 1.31 0.57  0.161
H: -1.84 -0.92 -0.84  0.139
H: -2.07 -0.78 0.92  0.152
H: -0.55 -1.45 0.26  0.199
O: -0.79 0.62 0.05  -0.873
N: 1.82 0.55 -0.06  -0.858
H: 2.02 0.86 -1.00  0.153

***

[3]
The following is a quantum chemistry calculation of C23H31AsNO3Pt as an isolated structure in a non-equilibrium geometry, from the OMol25 dataset.

As for the charge: +3. The LUMO energy (spin up / spin down) comes out at -8.834 / -12.645 eV. The multiplicity is 5. Its expectation value of S² is 6.056. The calculation puts the frontier orbital gap (spin up / spin down) at 8.885 / 5.272 eV.

Last column: Mulliken charge in e.
CARTESIAN COORDINATES (ANGSTROEM)
H: -6.32 -1.73 1.39  0.454
H: -3.07 4.51 -2.22  0.477
C: 1.36 1.34 3.79  -1.193
H: 3.45 -1.04 -1.21  0.478
H: -0.68 5.13 -1.92  0.477
C: -5.22 -2.62 -0.24  -0.782
H: 3.17 -3.18 -0.13  0.405
C: -2.93 -1.87 -0.58  0.056
H: -3.14 2.71 1.67  0.495
H: 2.36 0.91 3.82  0.429
N: 2.49 -2.44 0.02  -0.085
C: -4.37 -0.92 1.21  -0.410
C: -1.19 4.58 -1.14  -0.805
C: -1.53 -2.95 -2.44  -1.731
Pt: -0.02 0.03 0.54  1.385
C: -5.39 -1.75 0.85  -0.601
H: -1.17 2.72 3.03  0.508
As: 0.91 1.72 1.94  0.645
H: 0.49 4.50 0.15  0.499
H: -0.53 -2.89 -2.87  0.317
H: 2.45 2.97 0.30  0.423
H: 3.90 -3.06 3.56  0.419
C: -0.51 3.13 2.26  -1.171
C: 2.44 2.77 1.37  -1.197
C: -1.22 3.51 1.03  0.454
H: 0.65 0.65 4.24  0.457
O: -0.68 -1.25 -1.08  -0.731
H: 2.25 -0.36 -0.09  -0.587
C: -3.09 -0.95 0.54  0.762
O: -2.20 -0.17 0.97  -0.657
H: 0.06 3.97 2.65  0.585
H: 4.49 -3.35 1.94  0.329
C: 4.16 -0.88 0.85  -0.770
H: 1.66 -3.50 3.05  0.364
C: 3.79 -1.33 2.27  0.038
H: -3.92 -3.33 -1.78  0.479
H: -4.48 -0.22 2.03  0.483
H: 3.35 2.24 1.64  0.378
C: -0.54 4.22 0.00  0.005
C: 3.70 -2.86 2.51  -0.780
H: 1.38 2.28 4.35  0.481
C: -1.66 -1.96 -1.33  1.400
H: -4.32 3.38 -0.39  0.482
C: -2.61 3.20 0.86  -0.198
H: 2.42 -4.53 1.83  0.410
H: 4.57 -0.95 2.93  0.480
C: 2.31 -3.50 2.18  -0.732
H: -6.03 -3.27 -0.54  0.451
C: 3.05 -1.11 -0.20  0.070
H: 5.05 -1.42 0.52  0.336
H: 2.43 3.71 1.92  0.479
H: -1.70 -3.96 -2.06  0.476
O: 0.70 -1.94 1.35  -0.762
H: 4.42 0.18 0.85  0.395
C: -2.56 4.24 -1.30  -0.364
C: -3.26 3.57 -0.28  -0.681
C: -4.00 -2.66 -0.94  -0.532
C: 1.73 -2.61 1.13  0.299
H: 2.85 -0.85 2.59  -0.301
H: -2.26 -2.77 -3.22  0.510

***

[4]
The following is a quantum chemistry calculation of C26H43N7OPdSSi as an isolated structure in a non-equilibrium geometry, from the OMol25 dataset.

As for the charge: +2. The LUMO energy (spin up / spin down) comes out at -4.233 / -6.656 eV. The multiplicity is 3. Its expectation value of S² is 2.050. The calculation puts the frontier orbital gap (spin up / spin down) at 8.587 / 6.134 eV.

Last column: Mulliken charge in e.
CARTESIAN COORDINATES (ANGSTROEM)
C: 1.01 -3.18 -1.07  -0.945
H: -0.77 6.84 -1.69  0.437
C: -2.30 0.04 0.69  0.051
N: 1.36 -1.85 4.05  0.303
H: -3.26 2.96 -4.02  0.419
N: 0.85 -4.32 -0.10  0.166
H: -0.55 -5.65 0.69  0.427
H: 5.52 4.85 0.68  0.449
H: 3.11 6.07 0.10  0.364
H: 0.70 -2.19 5.97  0.360
C: -3.16 -0.68 1.52  -0.894
H: 1.82 -5.10 3.46  0.312
H: 2.02 -4.33 5.00  0.436
C: -1.15 3.72 -0.40  -0.075
S: 2.54 1.17 0.08  -0.194
H: -1.45 0.57 1.19  0.302
H: 0.64 1.72 -3.63  0.335
O: 1.01 -2.95 2.13  -0.693
H: 1.86 -0.82 5.85  0.376
H: -0.51 -5.60 -1.07  0.378
N: 2.39 4.02 0.02  0.324
C: -4.31 -1.32 0.96  -0.478
H: -4.02 -0.50 -2.29  0.362
C: -2.45 0.11 -0.72  0.421
H: -5.44 -1.64 -0.85  0.393
C: 1.01 4.32 -0.32  0.932
H: -2.53 -1.24 -4.03  0.336
H: 6.25 2.56 1.06  0.332
C: -1.61 -3.96 -0.11  -0.249
C: 1.50 -0.67 3.32  -1.066
H: -1.56 -3.43 0.86  0.109
H: 2.51 -0.33 3.33  0.490
N: -1.56 0.70 -1.47  0.681
C: -0.26 -2.29 -1.13  0.412
N: 4.29 3.11 0.48  0.166
C: -0.36 2.15 -3.73  -1.220
H: 1.18 -3.57 -2.06  0.452
N: -1.51 -3.05 -1.24  -0.049
H: -0.14 -1.57 -1.94  0.044
H: 1.57 6.25 -0.96  0.271
H: -0.36 3.17 -3.35  0.266
H: -2.65 -4.49 -0.17  0.380
H: -3.84 2.28 -2.46  0.409
C: -1.72 -0.52 -4.25  -1.078
C: -4.57 -1.18 -0.37  -0.846
N: 0.11 3.40 -0.16  -0.141
H: 1.64 -4.98 -0.20  0.429
H: -0.82 -1.11 -4.05  0.295
C: 0.75 5.55 -0.88  -0.528
C: -0.51 -5.00 -0.14  -0.841
H: -1.80 -0.32 -5.36  0.376
H: 0.50 -4.59 4.48  0.369
H: -1.62 -3.58 -2.12  0.354
C: -3.69 -0.54 -1.27  -0.273
H: -0.46 2.19 -4.83  0.419
H: 2.42 -2.49 5.80  0.342
H: -4.92 -1.92 1.66  0.404
H: -4.20 1.48 -3.88  0.421
C: 1.27 -2.98 3.38  0.668
C: 1.47 -4.29 4.12  -1.508
H: -0.35 -1.67 -0.29  -0.401
H: -3.05 -0.80 2.56  0.526
H: 0.98 -3.89 0.90  0.167
H: -2.63 5.17 -1.11  0.448
C: 5.38 2.17 0.59  -0.872
Pd: 0.36 1.06 -0.73  0.005
C: -0.56 5.89 -1.21  -0.682
C: 4.52 4.49 0.54  -0.693
H: 5.12 1.28 1.19  0.271
H: 5.57 1.82 -0.42  0.394
C: 1.61 -1.83 5.48  -1.053
H: -1.85 2.92 -0.20  0.233
H: 1.96 -2.68 -0.69  0.239
H: 0.80 0.08 3.65  0.454
C: 3.36 5.03 0.16  -0.268
H: 1.30 -0.87 2.30  0.014
Si: -1.78 1.04 -3.20  0.230
C: -3.39 2.03 -3.41  -1.232
C: -1.57 4.95 -0.92  -0.841
C: 3.00 2.80 0.23  0.169

***

[5]
The following is a quantum chemistry calculation of a 3-piece molecular cluster, CH8O2 overall in a non-equilibrium geometry, from the OMol25 dataset.

The calculation puts the relative energy (zero: lowest compared OMol25 entry of this formula, charge and spin) at 8.3 kcal/mol. The LUMO energy comes out at 0.629 eV. The calculation puts the frontier orbital gap at 11.995 eV.

Last column: Mulliken charge in e.
CARTESIAN COORDINATES (ANGSTROEM)
H: 0.48 2.09 1.15  0.318
O: 1.63 -1.44 1.02  -0.641
H: 0.86 -1.41 1.59  0.324
H: -0.88 -1.12 -1.20  0.173
C: -1.34 -0.19 -1.49  -0.980
O: 0.82 1.70 2.00  -0.653
H: -0.76 0.70 -1.71  0.245
H: -1.68 -0.33 -2.52  0.309
H: 1.65 1.26 1.78  0.337
H: -2.08 0.07 -0.74  0.247
H: 1.29 -1.34 0.12  0.323

***

[6]
The following is a quantum chemistry calculation of C22H23BCl2F4N4O2RhS as an isolated structure in a non-equilibrium geometry, from the OMol25 dataset.

As for the charge: -1. The calculation puts the relative energy (zero: lowest compared OMol25 entry of this formula, charge and spin) at 73.0 kcal/mol. The LUMO energy (spin up / spin down) comes out at 0.696 / 0.702 eV. The calculation puts the frontier orbital gap (spin up / spin down) at 5.961 / 5.967 eV.

Last column: Mulliken charge in e.
CARTESIAN COORDINATES (ANGSTROEM)
F: -0.10 -4.70 1.58  -0.366
Cl: -6.29 -0.72 -1.54  -0.188
C: 1.13 -1.00 -2.34  0.235
C: 1.31 0.26 0.96  -0.081
C: -1.27 0.52 3.29  -0.849
H: 2.30 0.71 0.88  0.540
S: -1.87 1.52 -1.18  -0.326
N: -1.85 3.91 -0.14  -0.517
H: -0.32 -3.29 -2.51  0.305
C: 3.04 -1.11 -0.83  0.616
F: -1.10 -4.98 -0.43  -0.381
Cl: -6.29 -1.91 1.11  -0.183
C: -5.66 -0.59 0.10  0.100
H: 4.06 -1.06 -4.06  0.379
H: 3.23 -3.55 0.36  0.266
C: -0.67 -2.51 -3.19  -1.521
H: -6.00 0.35 0.53  0.281
C: 0.55 0.53 2.10  -0.218
H: -0.21 -2.65 -4.16  0.427
C: 2.01 -1.07 -3.41  -0.591
H: -2.31 0.38 3.52  0.537
C: -0.34 -1.15 -2.60  1.351
B: -0.33 -4.15 0.35  0.260
C: 0.88 1.12 3.35  -0.803
C: -1.17 2.77 -0.24  0.276
H: 4.45 -3.13 1.57  0.419
Rh: -1.44 -0.56 0.12  -0.129
N: -0.78 0.18 2.12  0.370
H: -1.38 7.02 0.42  0.341
H: 1.62 -1.10 -4.42  0.456
O: -3.51 -1.27 -0.76  -0.523
H: 1.53 3.32 1.43  0.442
C: -1.31 4.90 0.54  0.960
C: 1.66 -0.86 -1.04  -0.097
H: -0.70 -0.34 -3.25  0.523
H: 1.86 1.47 3.63  0.512
F: -1.03 -2.90 0.52  -0.221
C: 0.56 3.53 0.99  0.054
H: -1.75 -2.61 -3.29  0.435
H: 4.87 -3.09 -0.14  0.370
H: 4.45 -0.77 0.75  0.448
H: -2.51 6.30 1.58  0.279
C: 3.38 -1.08 -3.22  -0.995
N: 0.84 -0.48 0.00  0.718
C: 3.61 -1.44 0.53  -0.549
C: -0.27 1.10 4.10  -0.699
N: 0.05 2.56 0.26  -0.057
H: -0.88 -1.10 -1.63  -0.914
F: 0.86 -3.85 -0.28  -0.397
H: 0.36 5.52 1.78  0.379
H: 4.94 -1.32 -1.78  0.468
H: 2.87 -1.32 1.32  0.234
C: -4.12 -0.68 0.14  0.689
H: -0.39 1.45 5.12  0.445
O: -3.58 -0.12 1.11  -0.570
C: 3.88 -1.18 -1.93  -0.582
C: -0.07 4.74 1.18  -1.108
C: 4.08 -2.90 0.58  -1.354
H: -2.84 6.19 -0.15  0.329
C: -2.06 6.19 0.59  -1.224

***

[7]
The following is a quantum chemistry calculation of C24H29N8S3Zr as an isolated structure in a non-equilibrium geometry, from the OMol25 dataset.

As for the charge: +3. The calculation puts the relative energy (zero: lowest compared OMol25 entry of this formula, charge and spin) at 18.3 kcal/mol. The LUMO energy comes out at -10.160 eV. The calculation puts the frontier orbital gap at 6.164 eV.

Last column: Mulliken charge in e.
CARTESIAN COORDINATES (ANGSTROEM)
C: -1.78 1.42 -1.30  0.143
H: 6.00 3.52 -1.74  0.385
N: -3.08 3.22 -1.30  -0.715
N: 0.39 -1.76 0.69  -0.340
H: -4.36 1.24 3.58  0.493
C: -4.13 -0.60 2.48  2.303
C: -1.70 4.89 -0.14  -1.320
H: -4.01 0.30 0.49  0.014
N: 0.13 2.35 -0.02  -0.864
H: -4.82 -1.55 4.31  0.490
C: -3.02 -1.58 2.14  -0.173
N: 1.83 -0.15 -2.51  -0.508
H: -1.63 -0.08 1.40  0.285
C: -1.04 -3.44 1.46  0.583
H: 4.61 -0.01 -0.43  0.481
C: 5.51 2.63 -2.12  -1.333
S: -1.20 -0.13 -1.60  -0.245
H: -2.36 -4.94 2.23  0.463
C: -2.00 3.56 -0.69  0.904
C: -3.55 0.59 3.25  -1.610
C: 2.51 -0.41 -3.62  0.592
H: 0.76 3.04 -0.47  0.331
N: -1.14 2.45 -0.64  0.456
C: -4.76 -0.13 1.16  -1.239
H: -1.05 5.45 -0.81  0.328
C: -5.23 -1.21 3.36  -2.177
H: 6.26 -1.84 -0.48  0.477
C: 5.21 -2.07 -0.33  -0.739
H: -5.51 0.63 1.36  0.467
S: 3.75 0.79 -3.95  -0.085
H: 0.03 2.65 0.97  0.360
H: 1.62 -2.14 -4.22  0.220
H: -1.21 4.84 0.84  0.368
H: -2.63 5.44 -0.05  0.372
H: 3.20 -4.73 0.24  0.471
C: -2.21 -3.89 2.04  -1.220
C: 3.49 -3.70 0.08  -0.816
H: -5.97 -0.44 3.57  0.444
H: -3.03 0.24 4.14  0.419
Zr: 1.13 -0.07 -0.32  1.049
H: -5.24 -0.96 0.65  0.413
S: 0.40 -4.32 1.01  -0.202
H: 3.72 2.97 -0.95  0.228
C: -0.85 -2.06 1.23  -0.674
H: 5.56 -4.17 -0.21  0.449
C: 4.27 -1.04 -0.30  -0.194
C: 3.99 2.78 -1.99  -0.340
H: 5.81 2.49 -3.16  0.475
C: 2.93 -1.31 -0.08  0.005
H: 5.88 1.78 -1.55  0.316
C: -1.84 -1.14 1.57  0.416
H: 2.83 -1.53 -5.29  0.234
C: -3.18 -2.96 2.37  -0.553
H: -4.07 -3.32 2.85  0.467
H: -5.74 -2.03 2.87  0.468
N: -2.96 1.94 -1.67  0.437
C: 3.28 1.58 -2.48  0.306
C: 2.55 -2.67 0.14  0.964
C: 4.82 -3.39 -0.17  -0.802
H: -3.71 1.48 -2.17  0.227
H: 3.69 3.64 -2.60  0.354
C: 1.16 -2.86 0.54  0.553
N: 2.28 1.00 -1.88  0.161
H: -2.87 1.19 2.64  0.163
N: 2.33 -1.45 -4.41  -0.383

***

[8]
The following is a quantum chemistry calculation of one molecule with the formula C5H6O3 in a non-equilibrium geometry, from the OMol25 dataset.

The calculation puts the relative energy (zero: lowest compared OMol25 entry of this formula, charge and spin) at 174.6 kcal/mol. The LUMO energy (spin up / spin down) comes out at -0.683 / -0.683 eV. The calculation puts the frontier orbital gap (spin up / spin down) at 8.545 / 8.546 eV.

Last column: Mulliken charge in e.
CARTESIAN COORDINATES (ANGSTROEM)
C: 0.07 -1.11 -1.55  -0.653
H: -1.84 -0.20 -1.53  0.327
O: -1.90 0.14 1.11  -0.615
C: -0.92 0.18 0.38  0.610
O: 0.73 -0.30 1.61  -0.300
H: -0.72 -0.95 2.64  0.333
H: 1.02 -1.24 -1.04  0.317
H: 1.08 1.91 -1.16  0.303
C: 1.12 1.76 -0.10  -0.706
C: 0.26 1.00 0.52  0.557
H: -0.04 -1.55 -2.53  0.287
C: -0.90 -0.39 -1.02  -0.434
H: 1.98 2.12 0.46  0.290
O: 0.05 -1.37 2.22  -0.317

***

[9]
The following is a quantum chemistry calculation of C17H21N7O4V as an isolated structure in a non-equilibrium geometry, from the OMol25 dataset.

The calculation puts the relative energy (zero: lowest compared OMol25 entry of this formula, charge and spin) at 0.0 kcal/mol. The LUMO energy (spin up / spin down) comes out at -0.119 / -0.119 eV. The multiplicity is 4. Its expectation value of S² is 3.806. The calculation puts the frontier orbital gap (spin up / spin down) at 6.370 / 7.135 eV.

Last column: Mulliken charge in e.
CARTESIAN COORDINATES (ANGSTROEM)
H: 1.31 -0.69 -2.89  0.361
N: -3.25 -0.40 -3.63  -0.635
C: -5.33 -0.79 -2.34  -0.435
H: 4.05 3.57 -0.66  0.359
O: -0.49 2.17 2.35  -0.776
H: -5.68 -3.20 0.04  0.345
C: 0.58 -1.16 -0.91  0.635
H: 0.39 0.68 -2.02  0.207
C: 2.43 0.34 4.65  -0.536
H: -0.04 4.58 2.09  0.300
H: -7.00 -1.45 -1.05  0.364
C: 3.15 -0.50 2.56  0.638
H: 1.37 -0.04 4.47  0.212
C: 0.55 -2.44 0.86  -0.935
C: -5.94 -1.56 -1.30  -0.607
C: 2.60 2.77 0.67  0.308
H: -0.21 -2.29 -3.40  0.307
H: 4.48 0.38 0.44  0.387
H: 2.55 4.56 -0.37  0.479
H: -0.90 -3.79 -2.55  0.382
H: -0.64 -4.08 -0.10  0.440
H: -3.33 -3.78 -0.70  0.209
V: 1.66 0.36 1.48  0.421
H: 2.58 0.20 5.73  0.259
N: -0.09 -2.29 -1.26  0.250
O: 3.36 -0.51 3.93  -0.367
H: -0.35 4.49 0.43  0.232
N: 0.96 -1.21 0.35  -0.031
H: -5.81 -0.06 -2.92  0.465
C: -3.83 -2.82 -1.02  -0.663
C: 0.50 4.35 1.13  -1.344
H: 1.28 5.10 0.97  0.463
N: 2.99 1.49 0.59  0.394
C: -0.14 -3.14 -0.12  -0.402
H: 2.53 1.37 4.39  0.236
O: 4.08 -0.92 1.85  -0.728
C: 3.31 3.97 0.15  -1.512
C: 1.09 -0.16 -1.93  -0.947
N: -2.05 -2.02 -2.70  0.650
C: -5.16 -2.58 -0.69  -0.354
C: 1.20 3.04 1.14  0.376
N: -2.10 -1.04 -3.69  -0.416
C: -3.30 -1.99 -2.04  1.036
C: -4.04 -1.03 -2.67  0.162
H: 2.04 0.20 -1.47  0.257
N: 0.65 1.96 1.86  0.413
H: 0.63 -2.69 1.89  0.447
O: 4.25 1.29 0.03  -0.578
H: 3.85 4.44 0.94  0.255
C: -0.73 -2.70 -2.55  -0.985

***

| no. | energy (eV) |
| --- | --- |
| 1 | -7225.1514 |
| 2 | -4671.3673 |
| 3 | -96042.1352 |
| 4 | -62318.2832 |
| 5 | -5261.3789 |
| 6 | -83685.0585 |
| 7 | -71041.7191 |
| 8 | -11416.8417 |
| 9 | -62271.9328 |